{
  "formula": "C21H28ClNO3PS",
  "method": "ωB97M-V with the def2-TZVPD basis set",
  "elements": ["H", "H", "H", "H", "N", "H", "C", "H", "H", "H", "H", "C", "C", "C", "C", "H", "O", "H", "H", "Cl", "C", "H", "C", "C", "C", "C", "C", "H", "C", "O", "H", "H", "H", "H", "H", "H", "C", "C", "H", "H", "C", "P", "C", "H", "H", "O", "S", "C", "C", "H", "C", "C", "H", "C", "H", "H"],
  "positions_angstrom": [[-2.966923, 0.527597, 3.254524], [3.345209, 2.514488, -2.253072], [-3.289435, -1.381686, 1.451562], [5.055472, -1.084355, -1.567681], [0.220754, 0.108930, 1.090190], [-2.987178, 2.378410, 0.913950], [-2.358503, -0.185175, -2.283759], [4.837730, 2.760027, 1.121169], [4.788520, 3.015658, -1.301240], [-1.405856, 1.864583, 1.588714], [-0.094188, -1.977133, 1.040881], [0.595252, -1.259850, 1.506781], [-1.051763, 0.179395, -2.468601], [5.068515, -0.076755, -1.149628], [4.049783, 2.218551, -1.468928], [-5.273055, -1.837524, -3.024668], [1.590974, -2.001227, 3.407425], [-4.814952, 1.279296, -1.720188], [5.219088, 0.065627, -0.076928], [-2.709166, 3.151636, 3.141110], [3.883975, 2.241665, 1.036778], [-0.663487, 0.390157, -3.465185], [-4.811547, -2.271630, -2.127193], [-2.469883, 1.977466, 1.791266], [-5.521257, 0.496117, -1.409993], [-1.942631, -0.322529, 0.102155], [3.205235, 1.935903, 2.207168], [-1.755159, -0.997520, 2.162710], [-0.196611, 0.277760, -1.391509], [0.434894, -1.327816, 2.926770], [-4.231759, 0.684041, 2.062834], [-6.109003, 0.219470, -2.291396], [5.279635, 0.971823, -2.936901], [-3.012799, -0.281923, -3.147162], [-5.394910, -3.118638, -1.754677], [3.644945, 2.217316, 3.161997], [4.841024, 0.986704, -1.932924], [1.445346, 0.860704, 0.977512], [3.522999, -2.933569, -1.716697], [1.266502, -2.502139, 4.170424], [3.332827, 1.886440, -0.172009], [-4.569507, -0.988564, -0.793455], [2.019044, 1.257201, 2.185040], [1.513291, 1.000113, 3.112629], [1.648665, -1.462492, 1.278589], [4.137550, -3.447407, -1.143215], [1.489206, 0.713616, -1.773607], [-2.517666, -0.606945, 1.480273], [-3.141407, 0.642111, 2.175829], [3.865274, -3.405558, -0.200474], [2.126184, 1.189483, -0.176717], [-2.793795, -0.451245, -0.985564], [-6.133184, 0.925587, -0.612743], [-0.596874, 0.049288, -0.094397], [4.234680, -4.373090, -1.450855], [-3.850076, -2.692395, -2.456914]],
  "forces_ev_per_a": [[-0.14, -0.12, -0.23], [0.27, -0.01, 0.04], [0.17, 0.17, -0.32], [1.45, 0.28, -0.10], [1.30, -1.00, -1.51], [0.36, 0.19, 0.14], [0.23, -0.10, 0.14], [-0.19, -0.02, -0.30], [-0.51, 0.20, -0.07], [-0.14, 0.15, 0.25], [0.28, 0.09, 0.00], [-0.77, 0.40, 0.47], [0.13, 0.17, -0.90], [-0.18, 0.17, 0.16], [1.42, -0.56, 0.62], [-0.07, -0.21, 0.24], [0.69, -0.38, 0.20], [-0.17, -0.16, -0.01], [-1.12, -0.43, -0.04], [0.19, -0.10, -0.41], [0.07, 0.19, 0.52], [-0.10, 0.00, 0.18], [0.59, 0.29, -0.49], [-1.01, -0.41, -0.06], [0.79, 0.09, -0.33], [-0.63, -0.39, 0.47], [0.81, 0.16, 0.56], [-0.07, 0.21, -0.26], [1.45, 0.49, 0.37], [0.00, 0.08, -0.27], [0.26, 0.09, -0.29], [-0.13, 0.12, 0.31], [-1.13, -0.16, -0.21], [0.00, 0.03, 0.22], [-0.11, 0.37, -0.02], [-0.14, -0.03, -0.16], [-0.10, -0.06, -0.18], [0.00, 0.65, 1.06], [0.06, 0.12, 0.07], [-0.28, 0.16, -0.13], [0.32, 0.63, -0.48], [-0.34, -0.26, 0.81], [-0.65, -0.26, 0.31], [0.01, 0.11, -0.19], [-0.20, -0.10, 0.02], [-0.19, -0.07, -0.02], [-0.09, -0.30, 0.19], [0.25, 0.28, 0.69], [0.72, -0.02, 0.58], [0.03, 0.09, -0.02], [-0.76, -0.33, -1.14], [-1.17, -0.19, -1.02], [-0.08, -0.29, -0.21], [-1.27, -0.23, 0.55], [0.00, 0.03, 0.01], [-0.13, 0.18, 0.21]],
  "lowdin_charge": [0.091, 0.096, 0.073, 0.025, 0.004, 0.073, -0.093, 0.127, 0.124, 0.054, 0.141, -0.161, -0.115, -0.024, -0.158, 0.031, -0.033, 0.034, 0.071, 0.541, -0.043, 0.110, -0.298, -0.568, -0.277, -0.181, -0.059, 0.089, -0.439, -0.130, 0.105, 0.030, 0.108, 0.115, 0.025, 0.117, -0.152, -0.225, 0.199, 0.111, -0.285, 0.938, -0.006, 0.129, 0.127, 0.342, 1.058, -0.167, -0.239, 0.206, -0.381, -0.325, 0.025, -0.201, 0.207, 0.032],
  "charge": 1,
  "spin_multiplicity": 1,
  "lumo_energy_ev": -5.243,
  "e_homo_ev": -10.1
}


{
  "formula": "C21H28F2O3",
  "method": "ωB97M-V with the def2-TZVPD basis set",
  "elements": ["C", "H", "C", "H", "C", "H", "H", "C", "H", "C", "O", "H", "O", "C", "H", "H", "H", "C", "C", "H", "H", "H", "F", "H", "H", "H", "C", "H", "C", "H", "C", "H", "C", "C", "H", "O", "C", "H", "H", "H", "C", "H", "H", "H", "C", "C", "C", "H", "H", "F", "C", "H", "C", "C"],
  "positions_angstrom": [[12.321090, -7.983720, 4.793180], [11.290550, -2.387070, 0.889970], [12.264680, -9.959070, 6.700340], [14.414400, -8.270820, 4.633340], [17.129580, -8.265140, 1.837760], [12.561510, -3.873590, 3.653940], [12.012020, -7.682800, 12.005390], [11.133480, -8.239390, 5.418080], [15.414790, -7.576830, 2.942340], [15.111120, -5.341610, 6.074500], [9.477470, -3.425830, 3.230100], [13.145460, -6.449950, 11.631000], [16.722530, -6.726530, 4.984050], [15.492210, -10.237710, 0.852920], [12.003620, -6.678070, 10.412360], [14.930120, -10.983200, 0.310060], [17.854040, -7.617150, 2.308590], [11.688460, -3.245610, 3.831520], [14.143140, -7.962330, 9.208830], [17.267620, -11.001190, -0.153550], [12.022400, -3.904390, 1.259850], [10.260820, -7.610620, 5.320510], [18.950210, -9.234370, 0.762490], [15.123600, -4.322610, 6.461280], [10.178390, -9.564780, 6.881710], [12.031040, -2.212010, 3.782410], [10.618050, -3.254190, 2.782180], [13.438980, -7.457560, 8.547410], [11.079000, -3.362650, 1.327670], [14.884400, -5.866630, 7.002430], [13.413050, -8.301120, 10.542920], [14.447840, -9.969950, 6.384350], [17.650080, -9.251290, 1.014830], [16.512260, -5.704150, 5.583190], [18.554560, -5.041890, 5.606430], [13.563410, -9.386460, 11.082200], [11.082880, -9.312220, 6.348310], [14.416530, -8.921000, 8.768020], [12.191770, -10.684860, 7.496790], [13.921930, -9.330850, 1.977600], [13.490940, -9.559360, 6.097720], [17.673240, -4.580580, 7.059900], [11.300900, -3.489040, 4.820780], [14.365790, -5.473730, 5.290200], [16.862530, -10.240430, 0.497270], [14.952020, -9.261380, 1.660590], [13.502660, -8.622870, 5.092890], [17.398800, -3.763560, 5.458940], [14.951230, -7.245120, 9.352730], [12.357920, -6.884200, 4.018780], [17.588640, -4.701950, 5.979990], [10.338410, -3.910120, 0.744660], [15.783180, -8.294100, 2.223870], [12.552120, -7.239030, 11.169050]],
  "forces_ev_per_a": [[0.71, 2.87, -1.45], [-0.28, 0.09, -0.03], [-0.13, 0.14, 0.15], [0.21, -0.14, -0.03], [-0.16, -0.18, 0.91], [-0.05, -0.02, -0.45], [-0.49, 0.10, -0.44], [-2.70, -2.42, 2.84], [0.07, 0.16, -0.09], [0.54, 0.61, 0.38], [1.33, 0.78, -1.94], [0.55, -0.08, -0.02], [-0.04, -0.21, -0.32], [1.32, -0.22, -1.44], [-0.58, -0.35, 0.14], [-0.55, -0.07, 0.46], [-0.16, 0.37, -0.03], [0.69, 0.80, 0.05], [-1.21, -0.33, 0.67], [0.03, 0.00, -0.01], [0.00, -0.06, 0.28], [0.02, 0.08, -0.46], [0.69, 0.03, -0.21], [-0.20, 0.29, -0.55], [-0.15, 0.14, -0.17], [0.45, 0.18, 0.55], [-1.33, -2.59, 1.47], [-0.18, 0.05, -0.12], [-0.46, 0.17, 0.28], [-0.11, -0.71, -0.26], [0.84, -0.53, 0.34], [-0.10, -0.25, 0.21], [-0.68, 0.35, 0.35], [-0.20, 0.58, 1.06], [-0.02, -0.17, 0.08], [-0.18, 1.06, -0.93], [-0.24, 1.91, -1.38], [0.55, 0.25, 0.03], [0.43, -0.22, -0.01], [-0.25, 0.09, -0.22], [0.74, 0.32, -1.04], [-0.33, 0.20, -0.04], [-0.21, 0.29, -0.19], [-0.05, -0.07, 0.21], [-1.22, -0.09, 0.28], [0.07, -0.15, 0.78], [1.28, -0.82, 0.71], [-0.22, 0.22, 0.37], [0.25, -0.38, 0.13], [0.05, -1.61, 0.68], [0.49, -0.74, -0.93], [-0.09, 0.33, -0.02], [0.81, -0.25, -0.82], [0.44, 0.24, 0.17]],
  "lowdin_charge": [-0.184, 0.088, 0.059, 0.109, 0.003, 0.061, 0.093, 0.098, 0.066, -0.012, 0.041, 0.092, 0.066, -0.074, 0.079, 0.105, 0.116, -0.048, -0.022, 0.122, 0.074, 0.151, 0.092, 0.080, 0.133, 0.092, -0.462, 0.055, -0.011, 0.067, -0.468, 0.139, -0.307, -0.471, 0.085, 0.068, 0.029, 0.065, 0.143, 0.086, 0.028, 0.092, 0.081, 0.065, 0.004, -0.113, 0.049, 0.092, 0.087, 0.158, -0.013, 0.086, -0.089, -0.022],
  "charge": 1,
  "spin_multiplicity": 2,
  "lumo_energy_ev": [-4.390, -8.834],
  "e_homo_ev": [-11.5, -11.5]
}